Record 1
A 2-piece molecular cluster, C8H12ClNO2 overall at a distorted geometry. Source: the Open Molecules 2025 dataset; level of theory: ωB97M-V/def2-TZVPD.

As for the total charge: 0. The relative energy (zero: lowest compared OMol25 entry of this formula, charge and spin) is 4.229 eV. The calculation puts the total energy at -977.2650 Ha. The LUMO energy (spin up / spin down) comes out at 0.0113 / 0.0113 Eh.

Last column: Löwdin charge in e.
Element x y z (Å)
H: -1.08240 1.33982 -3.04905  0.08
C: -1.28238 0.59105 0.07798  -0.32
H: 1.71997 -4.26871 -0.07211  0.05
Cl: -1.06171 -3.36153 0.64571  0.52
C: 1.63850 -3.26910 -0.22513  -0.12
H: -1.98859 -1.08784 1.42734  0.05
N: 2.02980 -1.02769 -0.38015  -0.04
H: 3.59071 -2.25678 -0.69529  0.06
C: -0.84699 1.65243 -2.06451  -0.01
O: -1.43380 0.54731 -1.29867  -0.05
H: 2.57916 -0.16809 -0.34827  0.14
H: -2.21240 0.60602 1.93955  0.09
H: 0.55850 0.23551 1.42837  0.08
C: 0.74373 -1.13070 0.04352  -0.16
C: 0.48810 -2.52840 0.13511  -0.63
H: 1.28905 2.03636 1.30415  0.14
C: 2.58416 -2.28067 -0.54210  -0.15
C: -2.21447 -0.05848 1.06891  0.03
H: -0.21890 1.72668 2.46052  0.09
O: -0.48372 1.56324 0.42245  -0.11
H: -1.38173 2.62059 -1.80661  0.12
C: 0.32088 1.37161 1.55793  -0.07
H: -3.17751 -0.07934 0.60025  0.09
H: 0.26495 1.69704 -1.87570  0.11

Cartesian forces, eV/Å:
0.0339 0.0187 -1.0084
2.4648 -0.8813 -3.1137
0.6224 -2.7223 -0.0850
1.3360 0.9057 -0.4592
0.2828 4.1987 -0.1822
0.3058 0.7769 -0.6968
-0.2057 -0.7693 0.2322
2.5754 -0.7484 -0.6282
0.2771 0.1903 1.6886
-1.1449 0.6594 3.0199
-0.4342 -0.6596 -0.2176
-0.2172 -0.1099 -0.1386
0.1087 1.3553 0.8124
-2.8668 -0.7192 0.8212
-0.0983 1.2628 -0.0996
-2.1883 -1.4525 1.0171
-2.1149 -0.4849 0.7766
0.6678 -0.0451 -0.0686
0.6169 -0.3774 -0.3506
-1.2754 0.2328 -0.7252
0.8597 -1.1623 -0.2666
2.3929 0.4788 0.0933
-0.7101 -0.0132 -0.1355
-1.2884 0.0658 -0.2855


Record 2
The molecule C8H12ClP at a distorted geometry. Source: the Open Molecules 2025 dataset; level of theory: ωB97M-V/def2-TZVPD.

As for the total charge: 0. The relative energy (zero: lowest compared OMol25 entry of this formula, charge and spin) is 3.391 eV. The calculation puts the total energy at -1113.4100 Ha. The LUMO energy comes out at 0.0251 Eh.

Last column: Löwdin charge in e.
Element x y z (Å)
C: -0.71831 -0.04952 -0.42244  -0.09
C: -2.13183 -0.40152 -0.58948  -0.08
H: -1.59959 2.55419 -1.43323  0.05
C: -0.15611 2.02947 -0.02497  -0.43
H: -2.74494 0.12632 0.08651  0.06
H: -0.98122 4.05995 -0.69905  0.10
H: -0.43395 -2.72178 -0.85605  0.08
C: 1.60852 -0.08774 0.22294  -1.01
C: 2.02859 -0.61354 1.61227  -0.13
H: -2.39104 -0.22216 -1.69533  0.11
C: -1.25650 2.94066 -0.50259  -0.19
H: 1.28731 -2.59264 -0.62629  0.05
H: -2.16394 -1.51437 -0.52528  0.08
H: 1.17206 -0.82674 2.13760  0.06
Cl: 2.94403 -0.32273 -0.90695  0.61
H: 0.09113 -2.63341 0.64063  0.08
C: 0.36438 -2.24196 -0.30525  -0.04
H: -2.04936 2.90667 0.22086  0.05
C: 0.37563 -0.72924 -0.16374  -0.41
P: 1.48585 1.91417 0.26034  0.94
H: 2.73028 -0.12296 2.22177  0.06
H: 2.53903 -1.45113 1.34775  0.03

Cartesian forces, eV/Å:
1.2033 4.1383 1.7477
1.1480 -1.4438 -3.2351
-0.4579 -0.3127 -0.7394
-0.0834 -3.2976 -1.5661
-0.9307 0.3479 0.6275
-0.1745 -1.9865 0.6087
-0.0961 0.6128 -1.0099
1.0116 3.1039 1.9362
0.0276 1.3031 -1.8800
-0.1328 0.1554 1.6249
1.6526 1.7010 0.5282
1.6525 -0.8319 -0.5033
-0.5456 0.7208 0.4407
-1.9146 -0.5568 1.4495
0.6446 -0.4013 -0.7309
0.5084 -0.5864 1.4948
-1.4875 0.7872 0.6829
-0.6138 0.1168 0.2444
-1.7040 -0.9269 -1.8372
-1.5943 -1.0725 -0.0511
0.7082 1.6024 0.4113
1.1785 -3.1732 -0.2438


Record 3
C8H12CuF9NO4P as an isolated structure at a distorted geometry. Source: the Open Molecules 2025 dataset; level of theory: ωB97M-V/def2-TZVPD.

As for the total charge: -2. The calculation puts the total energy at -3548.3634 Ha. The LUMO energy comes out at 0.2061 Eh.

Last column: Löwdin charge in e.
Element x y z (Å)
C: 0.76017 1.25992 -1.07603  -0.13
F: 2.06996 -1.52533 -0.93785  -0.18
H: -1.63111 -2.95557 0.27770  -0.05
F: 2.61366 -3.83692 -0.65078  -0.16
C: 0.73533 0.55204 3.27905  -0.57
O: -1.14551 0.96781 1.63285  0.00
C: 0.20583 2.54513 -1.19807  -0.14
H: -1.37411 3.32983 -2.51238  0.06
H: -1.17251 0.82951 -3.69299  0.09
H: -3.79046 1.30176 1.28704  0.05
H: 0.33817 3.36855 -0.51187  0.07
N: 0.26084 0.56150 -2.14167  -0.03
O: -1.28619 -2.05014 0.15220  -0.38
C: -1.88855 0.57489 0.46773  -0.20
F: 2.70782 -1.21537 1.23211  -0.13
F: 3.04609 -3.49795 1.56702  -0.19
P: 2.63073 -2.51695 0.29144  0.30
H: -2.81009 2.50678 0.57441  0.05
C: 0.05998 0.37233 1.85559  -0.29
H: 0.47000 -0.40747 -2.33521  -0.10
F: 1.46359 -0.48858 3.55881  0.19
F: 4.18512 -2.38289 -0.14004  -0.16
C: -0.74835 2.49646 -2.22896  -0.18
H: 1.38446 0.77060 -0.34308  0.10
H: -3.73369 1.47129 -0.49842  0.06
F: -0.22377 0.58034 4.23168  0.12
F: 1.41451 1.68532 3.32731  0.16
C: -0.60673 1.30010 -2.90254  -0.13
H: -2.21792 -0.46145 0.54261  0.08
O: 0.63743 -0.14841 0.91373  -0.07
O: -0.08870 -1.44719 -2.06301  -0.28
H: 0.85309 -1.60260 -2.27137  0.02
H: -1.26467 0.69244 -0.41831  0.08
Cu: 0.27625 -1.34918 -0.29927  0.18
C: -3.15127 1.48271 0.42286  -0.07
F: 1.02058 -2.76333 0.60770  -0.16

Cartesian forces, eV/Å:
-0.3553 1.8995 -2.7149
4.8359 -1.0193 -0.1857
0.6042 0.5228 -0.2171
-0.5394 0.3116 -0.3182
-3.2900 -0.7169 -2.4644
0.3744 0.2009 2.0141
-0.0183 -0.4946 1.1869
-0.1469 0.0354 -0.0830
0.1133 0.0836 -0.0066
-0.2065 -0.3688 -0.0183
-0.0327 0.0180 0.1386
1.7142 7.2893 -0.4448
-4.8085 -2.2314 1.9657
-1.5955 0.5679 -0.7133
0.8553 -1.0231 -0.2213
-0.2529 0.8537 -0.5682
0.2060 -1.7504 0.8377
0.0265 0.3127 -0.2321
-0.6444 0.5262 -1.0920
-0.7256 -0.1369 -0.6103
1.4530 -0.4796 0.2377
-0.1960 0.8616 0.1411
0.1862 1.2689 -0.9692
0.3850 0.9789 -1.0032
0.2384 -0.4197 -0.0373
-0.1380 0.6172 0.4368
0.8439 0.5484 0.5428
0.3179 -0.4947 1.7847
0.5221 -0.2277 0.0862
0.2821 1.0280 4.5448
-0.3416 -6.4018 -3.8982
-0.6781 -1.7769 -0.6418
-0.4574 0.0153 0.2212
-3.4410 2.3669 -0.8031
1.2172 0.5196 0.6925
3.6924 -3.2847 2.4123


Record 4
C8H12F18NaO6P3 as an isolated structure at a distorted geometry. Source: the Open Molecules 2025 dataset; level of theory: ωB97M-V/def2-TZVPD.

As for the total charge: -2. The relative energy (zero: lowest compared OMol25 entry of this formula, charge and spin) is 0.000 eV. The calculation puts the total energy at -3748.3830 Ha. The LUMO energy comes out at 0.1314 Eh.

Last column: Löwdin charge in e.
Element x y z (Å)
F: -16.15899 -0.89391 5.05595  -0.17
H: -14.25931 0.16691 4.03527  0.13
C: -14.30761 1.25061 4.07966  -0.07
F: -22.28592 0.20244 4.76549  -0.16
H: -24.14022 2.05395 6.29565  0.09
H: -15.97586 3.41050 4.45007  0.09
H: -24.56508 2.91944 7.77501  0.08
C: -23.73825 2.47219 7.21420  -0.02
H: -14.90938 1.61444 3.24875  0.11
O: -21.62136 2.55600 6.27190  0.07
C: -14.82900 1.85993 5.38692  -0.23
O: -11.58540 3.06757 5.14601  0.10
C: -12.65986 2.56121 4.93388  -0.62
F: -22.80069 -2.01899 4.41640  -0.16
F: -17.54577 -0.75388 6.94577  -0.15
C: -21.71656 3.77209 8.25057  -0.06
F: -18.10781 -2.03669 5.17222  -0.18
F: -18.08697 -0.84341 2.35653  -0.16
F: -15.99594 0.01422 1.97934  -0.16
F: -17.38937 -0.25543 0.24726  -0.20
O: -13.72536 2.81280 5.66831  0.05
C: -20.37802 2.59887 6.79944  -0.53
P: -21.74506 -1.21645 5.33425  0.16
H: -22.77158 4.23443 6.34208  0.15
H: -23.39654 1.68271 7.88789  0.09
F: -20.66005 -1.21633 4.17701  -0.13
F: -15.94238 -3.07212 5.31388  -0.19
F: -20.66484 -0.54105 6.36378  -0.16
C: -22.53842 3.36957 6.96837  -0.30
P: -16.76926 -1.92858 6.16039  0.21
F: -22.85529 -1.14297 6.52793  -0.18
P: -17.50752 0.54081 1.69874  0.19
H: -14.80629 1.28904 6.31322  0.15
C: -16.04279 2.77107 5.33305  -0.02
F: -17.53402 1.23406 3.16420  -0.16
O: -20.39958 3.32417 7.91992  0.08
F: -19.06854 0.94262 1.47281  -0.17
O: -19.40551 2.13570 6.30217  0.17
Na: -18.97420 0.18675 4.84371  0.42
F: -17.34723 -3.13041 7.06503  -0.15
H: -21.69352 4.83287 8.47225  0.12
H: -16.04326 3.39963 6.22324  0.09
H: -22.13959 3.15059 9.03930  0.12
F: -17.02101 1.89357 0.99895  -0.15
F: -21.14539 -2.64185 5.83789  -0.16
H: -17.01535 2.29493 5.26885  0.05
F: -15.50821 -1.64989 7.12345  -0.16
O: -12.96268 1.74648 3.92186  0.07

Cartesian forces, eV/Å:
-0.2052 0.9487 0.4784
-0.2319 0.0602 0.1967
-0.6113 -0.2501 -0.2415
0.1455 0.1269 0.4035
0.2452 -0.0966 -0.0466
0.1124 0.0483 0.0320
0.1110 0.5226 -0.2137
-0.1977 0.1276 1.0175
0.1253 -0.1141 -0.0322
1.0350 -0.2760 -0.6164
0.8292 1.4218 0.6269
-0.0936 -0.3222 -0.4033
0.3584 0.5967 -0.0798
-0.1369 0.2259 -0.1994
-0.2685 0.1840 0.1549
-0.7278 -1.1795 -1.3384
0.7849 -0.2240 0.5710
0.3461 0.4022 0.2114
-0.0781 0.7543 0.1376
-0.6489 0.8598 0.4380
-0.3597 0.0757 0.6370
-1.1140 0.3986 -0.6921
-0.5389 -1.5979 0.9342
-0.0166 0.0016 0.0131
0.0183 -0.3663 -0.4245
0.6807 0.3019 -0.8814
-0.3930 0.1370 0.4739
-0.1407 1.0458 -0.3505
-0.1306 0.2068 0.4456
0.0588 -1.1827 -2.1610
0.1940 -0.0979 -0.0617
-0.4484 -3.0719 -1.1035
-0.3836 -0.8354 -0.5360
-0.2039 -0.0321 -0.3782
-0.0418 0.4893 0.3531
0.3416 0.5166 1.0962
0.4756 0.4887 -0.3700
0.2554 -0.2569 -0.0062
0.3006 -0.4172 -0.0954
0.0172 0.8501 0.4415
-0.0273 -0.0082 0.0915
0.0398 -0.0248 0.0217
0.3827 0.3132 0.5081
0.1890 0.1948 0.2925
-0.7066 0.0721 0.1968
0.1742 -0.4053 0.1140
0.1149 -0.4319 0.1616
0.3693 -0.1802 0.1830


Please write out number 1 again, unchanged.
A 2-piece molecular cluster, C8H12ClNO2 overall at a distorted geometry. Source: the Open Molecules 2025 dataset; level of theory: ωB97M-V/def2-TZVPD.

As for the total charge: 0. The relative energy (zero: lowest compared OMol25 entry of this formula, charge and spin) is 4.229 eV. The calculation puts the total energy at -977.2650 Ha. The LUMO energy (spin up / spin down) comes out at 0.0113 / 0.0113 Eh.

Last column: Löwdin charge in e.
Element x y z (Å)
H: -1.08240 1.33982 -3.04905  0.08
C: -1.28238 0.59105 0.07798  -0.32
H: 1.71997 -4.26871 -0.07211  0.05
Cl: -1.06171 -3.36153 0.64571  0.52
C: 1.63850 -3.26910 -0.22513  -0.12
H: -1.98859 -1.08784 1.42734  0.05
N: 2.02980 -1.02769 -0.38015  -0.04
H: 3.59071 -2.25678 -0.69529  0.06
C: -0.84699 1.65243 -2.06451  -0.01
O: -1.43380 0.54731 -1.29867  -0.05
H: 2.57916 -0.16809 -0.34827  0.14
H: -2.21240 0.60602 1.93955  0.09
H: 0.55850 0.23551 1.42837  0.08
C: 0.74373 -1.13070 0.04352  -0.16
C: 0.48810 -2.52840 0.13511  -0.63
H: 1.28905 2.03636 1.30415  0.14
C: 2.58416 -2.28067 -0.54210  -0.15
C: -2.21447 -0.05848 1.06891  0.03
H: -0.21890 1.72668 2.46052  0.09
O: -0.48372 1.56324 0.42245  -0.11
H: -1.38173 2.62059 -1.80661  0.12
C: 0.32088 1.37161 1.55793  -0.07
H: -3.17751 -0.07934 0.60025  0.09
H: 0.26495 1.69704 -1.87570  0.11

Cartesian forces, eV/Å:
0.0339 0.0187 -1.0084
2.4648 -0.8813 -3.1137
0.6224 -2.7223 -0.0850
1.3360 0.9057 -0.4592
0.2828 4.1987 -0.1822
0.3058 0.7769 -0.6968
-0.2057 -0.7693 0.2322
2.5754 -0.7484 -0.6282
0.2771 0.1903 1.6886
-1.1449 0.6594 3.0199
-0.4342 -0.6596 -0.2176
-0.2172 -0.1099 -0.1386
0.1087 1.3553 0.8124
-2.8668 -0.7192 0.8212
-0.0983 1.2628 -0.0996
-2.1883 -1.4525 1.0171
-2.1149 -0.4849 0.7766
0.6678 -0.0451 -0.0686
0.6169 -0.3774 -0.3506
-1.2754 0.2328 -0.7252
0.8597 -1.1623 -0.2666
2.3929 0.4788 0.0933
-0.7101 -0.0132 -0.1355
-1.2884 0.0658 -0.2855